(1)
Below is a structure of composition C49H38CsN7O2SSi, with properties calculated with ωB97M-V/def2-TZVPD.

Geometry as XYZ:
```
99
Properties=species:S:1:pos:R:3:forces:R:3
Cs -1.8980 -0.0899 0.4586 0.286 -0.122 0.260
C 2.2912 -2.9835 2.0118 -0.024 -0.015 -0.039
C 1.3968 -2.1267 1.3351 0.029 0.041 0.033
N 0.7854 -1.1271 1.9127 -0.102 0.069 0.032
C 1.0076 -0.8770 3.2299 -0.035 0.075 -0.014
C 1.8703 -1.6913 4.0001 0.067 -0.036 0.026
C 2.5127 -2.7654 3.3374 -0.008 0.015 0.003
C 2.0872 -1.4194 5.3733 -0.004 -0.001 -0.022
C 1.4547 -0.3431 5.9365 0.001 0.005 0.024
C 0.6147 0.4920 5.1894 0.007 0.006 -0.005
C 0.3537 0.2764 3.8333 -0.020 -0.046 -0.014
N -0.5166 1.0069 3.0965 -0.034 -0.024 -0.006
C -0.6427 2.3324 3.2438 -0.030 0.075 -0.061
C 0.3532 3.2071 3.7177 0.008 -0.044 0.013
C 0.2215 4.5954 3.6603 0.036 0.029 0.021
C -0.8991 5.2101 3.1605 -0.022 -0.025 -0.015
C -1.9575 4.3943 2.6984 0.039 0.068 0.004
C -3.1356 4.9419 2.1388 0.011 0.010 0.009
C -4.1374 4.1259 1.7049 -0.002 -0.035 0.000
C -3.9691 2.7355 1.8548 0.025 0.056 -0.012
N -2.8924 2.1913 2.3626 0.059 -0.072 -0.072
C -1.8636 2.9811 2.7619 -0.042 -0.083 0.005
H 2.7764 -3.7870 1.4732 0.001 0.002 -0.008
H 1.2018 -2.2680 0.2754 0.005 -0.005 -0.004
H 3.1851 -3.4017 3.9040 0.001 0.001 0.006
H 2.7467 -2.0593 5.9483 0.003 -0.003 -0.001
H 1.6038 -0.1243 6.9897 -0.002 0.003 -0.003
H 0.1300 1.3305 5.6737 0.005 -0.001 0.008
H 1.2795 2.7816 4.0805 0.005 0.004 0.000
H 1.0516 5.2048 4.0058 0.001 -0.005 0.002
H -0.9792 6.2882 3.0901 -0.001 0.003 0.003
H -3.2140 6.0203 2.0453 0.005 0.000 0.003
H -5.0335 4.5172 1.2410 -0.002 -0.004 0.001
H -4.7490 2.0572 1.5184 -0.005 0.006 0.004
C -3.4811 -6.1224 3.6401 0.004 0.000 0.006
N -3.5116 -5.6693 2.2702 0.034 -0.037 0.003
C -4.6510 -5.2977 1.5743 0.000 0.030 -0.050
C -4.2588 -4.8937 0.3537 -0.049 0.132 0.078
N -2.8828 -5.0230 0.3062 0.053 -0.015 0.055
C -2.4009 -5.5007 1.4935 -0.039 -0.076 -0.079
S -0.8143 -5.8323 1.8850 0.035 -0.019 0.014
C -2.0720 -4.5510 -0.7772 -0.093 -0.059 -0.005
C -1.5578 -5.4564 -1.6862 0.100 0.058 0.072
C -0.8058 -4.9420 -2.7314 0.012 0.002 -0.002
C -0.6285 -3.5722 -2.8201 0.006 -0.002 -0.007
C -1.2109 -2.7574 -1.8582 -0.123 -0.027 -0.012
N -1.9254 -3.2417 -0.8406 0.027 0.042 -0.095
H -4.2247 -6.9059 3.7882 -0.003 0.004 0.005
H -3.6770 -5.2947 4.3230 0.002 -0.005 0.005
H -2.4849 -6.5136 3.8337 -0.004 0.000 0.003
H -5.6288 -5.3401 2.0182 -0.004 -0.002 -0.001
H -4.8139 -4.4903 -0.4734 0.000 0.007 -0.002
H -1.7220 -6.5159 -1.5507 0.000 -0.003 0.003
H -0.3634 -5.6049 -3.4645 -0.001 0.002 -0.001
H -0.0456 -3.1128 -3.6058 0.002 -0.003 -0.001
H -1.1055 -1.6805 -1.9218 0.052 -0.034 -0.029
O -4.8907 1.9813 -2.5091 -0.012 -0.056 -0.057
C -3.7861 1.4836 -2.2226 0.139 0.126 -0.021
O -3.4964 0.3195 -1.8668 -0.257 -0.044 -0.099
C -2.5937 2.4601 -2.3146 -0.078 0.051 0.016
C -2.5802 3.4379 -3.3479 0.006 0.004 0.013
C -1.5302 4.2968 -3.4355 -0.008 -0.012 0.014
C -0.4859 4.2234 -2.4810 0.082 -0.005 -0.044
C 0.6504 5.0651 -2.5071 -0.027 -0.009 -0.014
C 1.6271 4.9345 -1.5621 0.021 -0.002 0.014
C 1.5084 3.9622 -0.5440 -0.016 0.002 -0.003
C 0.4270 3.1297 -0.5010 0.018 0.013 -0.007
C -0.5903 3.2365 -1.4801 -0.137 0.044 0.089
N -1.6449 2.3722 -1.4194 0.039 -0.023 -0.043
H -3.4182 3.4663 -4.0302 -0.004 -0.005 0.004
H -1.4742 5.0410 -4.2242 0.004 0.004 0.002
H 0.7393 5.7982 -3.3019 0.004 0.004 0.003
H 2.5043 5.5696 -1.5960 0.000 0.002 -0.001
H 2.2872 3.8658 0.2019 0.003 0.001 0.002
H 0.3382 2.3673 0.2630 -0.004 -0.002 -0.001
C 5.3297 -2.8822 -1.1686 -0.010 -0.005 -0.005
C 4.2406 -3.4269 -1.8372 0.023 0.003 0.015
C 3.1666 -2.6227 -2.1972 -0.034 -0.010 -0.052
C 3.1159 -1.2545 -1.8984 0.103 0.034 0.058
C 4.2222 -0.7438 -1.2020 -0.027 0.013 0.030
C 5.3128 -1.5283 -0.8554 0.023 -0.015 0.006
Si 1.5453 -0.1727 -2.1640 -0.255 -0.099 -0.145
C 2.0985 1.1100 -3.4964 0.065 0.065 0.046
C 1.0889 1.7339 -4.2448 -0.037 -0.005 0.033
C 1.3597 2.7142 -5.1852 0.033 0.026 -0.021
C 2.6687 3.1305 -5.4071 -0.025 -0.013 0.006
C 3.6885 2.5416 -4.6725 0.007 0.021 -0.019
C 3.4035 1.5520 -3.7384 0.029 -0.037 0.015
H 6.1714 -3.5038 -0.8851 0.000 -0.001 0.001
H 4.2291 -4.4842 -2.0824 0.000 -0.003 -0.001
H 2.3333 -3.0716 -2.7290 0.000 0.002 -0.003
H 4.2120 0.2981 -0.8938 0.008 0.001 -0.005
H 6.1452 -1.0875 -0.3167 -0.001 0.002 0.000
H 0.8784 -1.0929 -3.1980 0.056 -0.021 0.027
H 0.0541 1.4431 -4.0766 0.002 -0.002 0.002
H 0.5426 3.1679 -5.7369 -0.002 0.004 0.000
H 2.8870 3.9049 -6.1343 0.000 0.003 -0.001
H 4.7170 2.8533 -4.8280 0.000 0.000 -0.001
H 4.2279 1.1029 -3.1934 -0.006 0.000 0.004
```
Forces are in eV/Å.

Properties
Highest occupied orbital energy ... -0.04013 Ha
Total energy ... -3131.7695 Eh
Total charge ... -2


(2)
Below is a cluster of 2 separate species, C5H16N2O in total at a distorted geometry, with properties calculated with ωB97M-V/def2-TZVPD.

Geometry as XYZ:
```
24
Properties=species:S:1:pos:R:3:forces:R:3
C -2.5314 -0.3056 0.5325 1.022 0.041 0.293
C -1.3222 -0.1635 -0.4004 0.749 0.022 -0.205
C -1.4129 -1.2950 -1.4700 -1.788 3.035 0.419
N 0.0365 -0.2989 0.2484 -1.567 1.747 -0.452
C 0.3233 0.6888 1.3374 -0.005 1.400 -6.303
C 1.5731 1.4839 0.8902 0.871 -1.367 0.278
N 2.8500 0.7387 1.0455 -0.316 -0.536 -3.410
H -3.3421 -0.7833 0.0051 -0.798 0.866 -0.447
H -2.2986 -1.1429 1.1831 0.283 0.265 0.903
H -2.7368 0.6531 1.0578 -0.345 -1.023 -0.168
H -1.3120 0.8953 -0.8506 -0.115 -1.619 0.251
H -0.5642 -1.1285 -2.0625 0.924 -0.477 -1.396
H -1.4502 -2.2304 -1.0072 0.325 -1.581 0.813
H -2.3929 -1.1853 -1.9972 1.019 -0.006 -0.031
H 0.2827 -1.2358 0.4318 -0.063 -1.131 0.646
H -0.5028 1.3961 1.3812 -0.202 -0.113 0.275
H 0.4841 0.2385 2.2085 0.617 -1.741 3.832
H 1.6330 2.2351 1.6227 0.242 1.784 0.564
H 1.6170 1.8616 -0.1471 -0.817 0.016 0.626
H 2.7560 0.2123 1.8609 0.227 -1.221 1.609
H 2.9542 0.0414 0.2224 -0.196 1.512 1.854
O 2.0705 -0.3603 -2.0424 5.029 -3.905 2.255
H 1.4808 -0.4669 -1.3578 -2.698 0.168 2.311
H 1.8051 0.1514 -2.6922 -2.400 3.864 -4.518
```
Forces are in eV/Å.

Properties
SMILES string ... CC(C)NCCN.O
Highest occupied orbital energy ... -0.32217 Ha
Total energy ... -384.7891 Eh


(3)
Below is a structure of composition C14H18BN7O2Sn at a distorted geometry, with properties calculated with ωB97M-V/def2-TZVPD.

Geometry as XYZ:
```
43
Properties=species:S:1:pos:R:3:forces:R:3
H 0.2313 3.0558 0.7952 -0.017 0.033 -0.288
N -0.1286 1.5378 -0.6372 -0.164 0.281 1.048
B -0.4913 0.1782 -2.7812 -0.882 -0.236 0.175
N -0.1360 1.4934 -2.0156 0.099 -0.766 0.544
C 0.2459 2.6925 -2.4844 -0.366 -0.325 1.021
Sn -0.3282 -0.1915 0.7802 1.881 2.992 -4.395
H 0.3029 2.8506 -3.5412 0.065 0.081 -0.276
C 0.4594 3.5480 -1.4117 -0.185 -0.345 0.558
H 0.7613 4.5753 -1.4526 0.014 0.162 -0.008
C 0.1927 2.7953 -0.2581 0.305 -0.052 -0.990
H -0.3907 0.2981 -3.9705 0.172 0.006 0.300
C -1.2759 -1.9670 1.7831 -2.949 -0.029 1.559
H -1.3074 -1.7694 2.8529 -0.076 -0.495 0.039
H -0.5214 -2.7395 1.5055 0.487 1.224 -0.518
H -2.2514 -2.1122 1.3093 0.239 -0.420 0.277
N -1.9870 -0.2227 -2.4111 0.504 0.152 0.364
N 0.4742 -0.9453 -2.2260 -0.351 0.909 0.722
N -2.2486 -0.4003 -1.0698 0.517 -0.241 -0.049
N 0.6229 -1.1585 -0.8660 -0.212 -0.497 0.264
C -3.1233 -0.4265 -3.1517 0.536 0.121 0.783
C 1.3384 -1.7392 -2.8736 -0.767 0.283 1.028
H -3.1048 -0.3127 -4.2620 -0.051 -0.174 1.280
H 1.3864 -1.6814 -3.9444 0.117 -0.102 -0.162
C -4.1527 -0.7529 -2.2518 0.320 0.059 0.350
C 1.9906 -2.5264 -1.9397 0.105 -0.139 0.371
C -3.5339 -0.7249 -0.9648 -0.664 0.007 -1.498
C 1.5127 -2.1474 -0.6894 0.184 -0.005 -1.041
H -5.2025 -0.9730 -2.5016 0.840 0.152 0.262
H 2.7178 -3.2697 -2.1578 0.384 -0.380 -0.001
H -3.9582 -0.9189 0.0062 -0.257 -0.010 0.011
H 1.7360 -2.4738 0.3123 0.323 -0.159 -0.019
H -1.9314 -0.2269 1.8599 1.030 -1.424 -0.575
O 0.0821 2.2893 2.8998 0.825 -1.562 -0.340
C 0.9648 1.4505 3.0538 -0.482 1.127 0.277
C 2.0472 1.4104 4.1001 -0.041 0.109 -0.009
C 2.7834 0.1088 3.8718 0.167 -0.871 -0.263
C 2.0388 -0.6145 2.7434 0.716 1.237 1.433
O 2.1672 -1.7464 2.3729 -0.548 -0.278 -0.685
N 1.1149 0.3149 2.2678 -1.709 -0.773 -1.771
H 2.7296 2.2467 3.9776 -0.250 0.337 0.090
H 1.5823 1.4577 5.0802 -0.019 0.228 0.116
H 3.8132 0.2887 3.5470 -0.086 -0.289 0.134
H 2.7773 -0.5509 4.7431 0.248 0.074 -0.120
```
Forces are in eV/Å.

Properties
Highest occupied orbital energy (spin up / spin down) ... -0.56689 / -0.56190 Ha
Total energy ... -1316.5376 Eh
Total charge ... +2


(4)
Below is a cluster of 2 separate species, C6H7O4 in total at a distorted geometry, with properties calculated with ωB97M-V/def2-TZVPD.

Geometry as XYZ:
```
17
Properties=species:S:1:pos:R:3:forces:R:3
O 4.7624 -1.2326 1.4722 0.320 -1.509 1.181
O 4.1300 -1.7988 2.5178 0.480 0.782 -1.129
H 4.2341 -0.4923 1.1855 -0.807 0.746 -0.047
C 2.7269 3.5872 3.6544 2.716 0.359 0.146
C 3.0394 4.2476 2.4723 -1.013 0.611 -0.925
C 1.9514 4.7000 1.7181 5.035 0.628 -0.516
C 0.6194 4.3289 2.0123 -3.618 -0.665 0.661
C 0.3636 3.4035 3.0430 0.687 -0.080 0.059
C 1.4234 3.0706 3.8787 -3.706 -1.450 -0.274
O 1.4496 1.9624 4.6938 -0.811 -0.062 -0.272
O 3.6842 3.1821 4.5189 0.169 -0.383 0.300
H 4.1091 4.3352 2.2142 -0.817 0.411 -0.002
H 2.2021 5.2784 0.8337 -0.307 -0.180 -0.038
H -0.2071 4.6844 1.3655 0.665 -0.319 0.577
H -0.5863 2.8622 3.0817 0.236 0.299 0.236
H 0.6025 1.4872 4.6051 0.501 0.234 0.172
H 3.3342 2.4049 5.0035 0.270 0.580 -0.132
```
Forces are in eV/Å.

Properties
⟨S²⟩ ... 3.801
2S+1 ... 4
Highest occupied orbital energy (spin up / spin down) ... -0.16673 / -0.33560 Ha
Total energy ... -533.4863 Eh


ΔE to the lowest compared entry with this formula, charge and spin? In order: 14.73; 43.28; 0.00; 13.58 kcal per mole.